34
Properties=species:S:1:pos:R:3 method="wB97M-V/def2-TZVPD" gap_ev="6.62 / 6.68" multiplicity=6 e_above_lowest_ev=0.0000 largest_force_ev_per_a=1.06 s_squared=9.335 lumo_energy_ev="-1.58 / -1.57"
Dy -0.0339 0.0721 -0.9502
S 2.5519 0.4174 -0.7769
C 2.3236 -0.8582 0.4456
C 3.2247 -1.9355 0.3909
C 3.1717 -2.9836 1.2806
C 4.1475 -4.0434 1.1904
N 4.9389 -4.8722 1.1121
C 2.1634 -3.0047 2.2590
C 1.2512 -1.9762 2.3086
C 1.3101 -0.8805 1.4314
S 0.0535 0.3573 1.6191
C 2.0612 -4.0888 3.2063
N 1.9740 -4.9370 3.9760
H 3.9907 -1.9310 -0.3719
H 0.4647 -2.0050 3.0500
N -4.5998 0.9180 -1.0679
C -3.6274 0.0089 -1.1140
N -2.4654 0.6313 -1.1389
C -2.8078 1.9499 -1.1038
N -4.0963 2.1728 -1.0614
C -1.7782 3.0051 -1.0912
C -2.0906 4.3511 -0.9935
N -1.1408 5.2801 -0.9415
C 0.1177 4.8584 -0.9772
C 0.4412 3.5113 -1.0775
N -0.5130 2.5892 -1.1462
H -5.5955 0.7737 -1.0336
H -3.7796 -1.0584 -1.1220
H -3.1238 4.6702 -0.9485
H 0.9001 5.6040 -0.9186
H 1.4651 3.1601 -1.0797
O -0.2061 -4.4199 -0.9481
C -0.2958 -3.2609 -1.1164
N -0.3970 -2.0757 -1.2910